Here is C2H5N5O2 in the gas phase in a non-equilibrium geometry from the OMol25 dataset. Energies are from ωB97M-V/def2-TZVPD.

Calculated values
frontier orbital gap: 0.3692 Eh
structure (SMILES): [H]/N=c1/nc(N)n(O)n1O
multiplicity: 1
ΔE to the lowest compared entry with this formula, charge and spin: 68.3 kcal per mole
HOMO level: -9.40 eV

Atoms and positions in Å:
N (0.49, 1.27, -0.66)
H (0.72, -1.08, -2.73)
H (1.01, -2.05, -0.05)
C (0.15, 0.98, 0.52)
C (0.50, 0.09, -1.36)
H (-0.48, 1.33, 2.36)
N (0.99, -0.16, -2.47)
N (-0.14, -0.40, 0.75)
N (-0.25, -0.90, -0.60)
O (0.35, -2.11, -0.76)
N (-0.14, 1.78, 1.52)
H (-1.88, -0.84, 0.67)
O (-1.29, -0.67, 1.42)
H (-0.02, 2.76, 1.39)

Here is 2 unconnected molecules or ions with the total composition C2H5N6O in a non-equilibrium geometry from the OMol25 dataset. Energies are from ωB97M-V/def2-TZVPD.

Calculated values
frontier orbital gap: 0.2759 Eh
multiplicity: 1
ΔE to the lowest compared entry with this formula, charge and spin: 124.4 kcal per mole
total charge: +1
HOMO level: -14.38 eV

Atoms and positions in Å:
H (-1.64, 1.96, 0.60)
N (-0.89, 0.42, 0.04)
H (-0.10, -1.53, -0.29)
C (2.56, -1.27, 0.03)
C (-3.26, 0.77, -0.23)
N (-3.79, -0.40, -0.28)
N (-3.18, -1.46, 0.20)
N (-2.01, -1.69, 0.25)
O (1.56, -1.84, -0.27)
N (-1.98, 1.07, 0.31)
H (3.35, -1.94, 0.69)
H (-3.86, 1.69, -0.57)
H (2.88, -0.27, -0.14)
N (-0.94, -0.87, -0.20)

Here is 2 unconnected molecules or ions with the total composition C2H5NO from the OMol25 dataset. Energies are from ωB97M-V/def2-TZVPD.

Calculated values
frontier orbital gap: 0.4110 Eh
structure (SMILES): CN=C=O.[H][H]
multiplicity: 1
ΔE to the lowest compared entry with this formula, charge and spin: 38.4 kcal per mole
HOMO level: -10.45 eV

Atoms and positions in Å:
H (-0.21, 1.74, -0.79)
C (1.49, -0.49, -0.53)
O (2.52, -0.91, -0.89)
H (-1.22, 1.01, 0.47)
H (0.38, 1.67, 0.89)
C (-0.19, 1.14, 0.12)
H (-1.37, -1.75, 0.46)
N (0.39, -0.15, -0.15)
H (-1.57, -2.47, 0.40)

Here is 2 unconnected molecules or ions with the total composition C2H5NO in a non-equilibrium geometry from the OMol25 dataset. Energies are from ωB97M-V/def2-TZVPD.

Calculated values
frontier orbital gap: 0.4048 Eh
structure (SMILES): C=N.C=O
multiplicity: 1
ΔE to the lowest compared entry with this formula, charge and spin: 60.4 kcal per mole
HOMO level: -10.14 eV

Atoms and positions in Å:
N (4.08, -0.82, -0.70)
H (2.55, -1.79, 0.09)
H (3.69, -0.05, -0.14)
C (3.36, -1.86, -0.64)
H (3.59, -2.72, -1.24)
O (-5.05, 2.36, -0.13)
H (-3.22, 1.87, 0.63)
H (-4.68, 1.21, 1.48)
C (-4.32, 1.80, 0.63)

Here is C2H5NO in the gas phase from the OMol25 dataset. Energies are from ωB97M-V/def2-TZVPD.

Calculated values
frontier orbital gap: 0.3949 Eh
structure (SMILES): CC(N)=O
multiplicity: 1
ΔE to the lowest compared entry with this formula, charge and spin: 0.2 kcal per mole
HOMO level: -9.85 eV

Atoms and positions in Å:
H (2.25, -0.07, 0.03)
H (-1.22, -0.75, 0.79)
C (-1.11, -0.02, -0.02)
C (0.30, 0.49, -0.21)
O (0.54, 1.56, -0.74)
N (1.30, -0.35, 0.20)
H (1.13, -1.17, 0.76)
H (-1.78, 0.82, 0.15)
H (-1.41, -0.51, -0.96)

Here is C2H5NO in the gas phase in a non-equilibrium geometry from the OMol25 dataset. Energies are from ωB97M-V/def2-TZVPD.

Calculated values
frontier orbital gap: 0.3470 Eh
structure (SMILES): C/C=[NH+]/[O-]
multiplicity: 1
ΔE to the lowest compared entry with this formula, charge and spin: 80.3 kcal per mole
HOMO level: -8.64 eV

Atoms and positions in Å:
H (-1.93, 0.46, -0.52)
C (0.24, 0.18, -0.64)
O (2.53, 0.02, 0.08)
H (0.90, 0.00, 1.21)
H (-1.12, 0.26, 1.11)
H (-1.30, -1.10, 0.26)
N (1.25, 0.03, 0.21)
H (0.48, 0.17, -1.72)
C (-1.05, -0.03, 0.01)

Here is C2H5NO in the gas phase in a non-equilibrium geometry from the OMol25 dataset. Energies are from ωB97M-V/def2-TZVPD.

Calculated values
frontier orbital gap: 0.3922 Eh
structure (SMILES): CC(N)=O
multiplicity: 1
ΔE to the lowest compared entry with this formula, charge and spin: 27.8 kcal per mole
HOMO level: -9.86 eV

Atoms and positions in Å:
H (-0.93, -1.46, -0.15)
H (-2.21, -0.31, 0.00)
C (1.10, 0.10, 0.01)
O (-0.75, 1.63, 0.01)
H (1.48, -0.06, 1.22)
C (-0.35, 0.49, 0.02)
N (-1.24, -0.52, 0.04)
H (1.28, -0.96, -0.59)
H (1.63, 1.09, -0.57)

Here is C2H5NO in the gas phase from the OMol25 dataset. Energies are from ωB97M-V/def2-TZVPD.

Calculated values
frontier orbital gap: 0.4013 Eh
structure (SMILES): C/C=N\O
multiplicity: 1
ΔE to the lowest compared entry with this formula, charge and spin: 53.9 kcal per mole
HOMO level: -9.88 eV

Atoms and positions in Å:
H (-1.85, -0.45, 0.04)
H (0.22, 1.52, 0.67)
C (-0.77, -0.30, 0.02)
H (-0.91, 1.72, -0.72)
N (-0.11, -1.36, 0.30)
H (0.69, 0.91, -0.96)
C (-0.16, 1.04, -0.26)
H (1.62, -1.99, 0.54)
O (1.27, -1.10, 0.36)

Here is 2 unconnected molecules or ions with the total composition C2H5NO in a non-equilibrium geometry from the OMol25 dataset. Energies are from ωB97M-V/def2-TZVPD.

Calculated values
frontier orbital gap: 0.4382 Eh
structure (SMILES): N=C=O.C
multiplicity: 1
ΔE to the lowest compared entry with this formula, charge and spin: 47.0 kcal per mole
HOMO level: -11.35 eV

Atoms and positions in Å:
N (1.23, 0.56, -0.80)
C (-1.28, 0.11, 0.16)
H (-0.63, 0.16, -0.72)
H (2.34, 0.41, -0.74)
C (1.35, -0.34, 0.03)
H (-1.66, 1.12, 0.33)
O (1.47, -1.19, 0.81)
H (-2.06, -0.59, -0.12)
H (-0.76, -0.25, 1.05)

Here is a gas-phase ion, C2H5NO (charge +1) in a non-equilibrium geometry from the OMol25 dataset. Energies are from ωB97M-V/def2-TZVPD.

Calculated values
frontier orbital gap (alpha / beta): 0.4885 / 0.3057 Eh
multiplicity: 2
ΔE to the lowest compared entry with this formula, charge and spin: 12.1 kcal per mole
total charge: +1
HOMO level (alpha / beta): -18.19 / -17.93 eV

Atoms and positions in Å:
H (1.55, 0.96, -0.61)
O (-0.01, -1.23, -1.30)
H (-0.17, 1.44, -1.10)
H (-0.89, -1.86, 1.04)
H (-0.90, -0.16, 1.37)
H (0.50, 1.42, 0.51)
C (-0.11, -0.49, -0.34)
C (0.51, 0.86, -0.44)
N (-0.49, -0.95, 0.87)

Q: Among the records above, which one has the highest multiplicity?
A: number 10

Q: Which of these has the highest ΔE to the lowest compared entry with this formula, charge and spin?
A: C2H5N6O

Q: What is the formula in the fifth record?
A: C2H5NO